1.
{"formula": "C41H31Br2LaN7O2S2", "method": "ωB97M-V/def2-TZVPD", "elements": ["La", "N", "C", "S", "N", "N", "C", "C", "C", "C", "C", "C", "C", "C", "C", "C", "C", "C", "N", "H", "H", "H", "H", "H", "H", "H", "H", "H", "H", "H", "C", "C", "C", "C", "C", "C", "Br", "C", "C", "Br", "C", "O", "C", "N", "H", "H", "H", "H", "H", "H", "O", "S", "C", "C", "C", "C", "C", "C", "C", "C", "C", "C", "C", "C", "H", "H", "H", "H", "H", "H", "H", "H", "H", "H", "N", "C", "C", "C", "C", "N", "C", "C", "H", "H", "H", "H"], "positions_angstrom": [[-0.041, 0.209, -0.006], [-2.385, 3.559, -1.875], [-1.993, 2.357, -1.421], [-0.780, 1.561, -2.369], [-2.512, 2.010, -0.235], [-2.610, 0.678, 0.057], [-2.676, 0.381, 1.307], [-3.133, -0.983, 1.698], [-3.467, -1.929, 0.727], [-3.896, -3.192, 1.093], [-4.020, -3.532, 2.437], [-3.723, -2.589, 3.409], [-3.280, -1.324, 3.038], [-2.203, 1.373, 2.337], [-3.013, 1.953, 3.291], [-2.441, 2.819, 4.210], [-1.081, 3.070, 4.144], [-0.347, 2.459, 3.140], [-0.889, 1.630, 2.250], [-2.026, 3.898, -2.749], [-3.185, 4.000, -1.451], [-3.414, -1.656, -0.319], [-4.153, -3.911, 0.325], [-4.365, -4.518, 2.721], [-3.837, -2.834, 4.457], [-3.058, -0.599, 3.811], [-4.072, 1.730, 3.303], [-3.050, 3.293, 4.970], [-0.589, 3.730, 4.846], [0.718, 2.643, 3.046], [0.505, 4.074, 0.194], [1.772, 3.398, -0.235], [2.891, 4.201, -0.564], [4.042, 3.621, -0.978], [4.124, 2.211, -1.100], [5.290, 1.520, -1.518], [6.875, 2.458, -1.917], [5.283, 0.167, -1.628], [4.110, -0.562, -1.327], [4.191, -2.434, -1.482], [2.960, 0.045, -0.907], [1.840, -0.623, -0.608], [2.975, 1.472, -0.779], [1.820, 2.089, -0.317], [0.686, 4.703, 1.070], [-0.294, 3.376, 0.426], [0.156, 4.728, -0.607], [2.805, 5.277, -0.481], [4.905, 4.225, -1.227], [6.170, -0.360, -1.949], [0.475, -1.113, 1.966], [1.488, -1.695, 2.958], [3.036, -0.912, 2.704], [3.101, 0.430, 2.363], [4.339, 1.033, 2.238], [5.496, 0.289, 2.453], [5.418, -1.053, 2.795], [4.177, -1.669, 2.921], [1.041, -0.962, 4.514], [-0.319, -0.974, 4.809], [-0.754, -0.408, 5.996], [0.168, 0.142, 6.882], [1.523, 0.125, 6.583], [1.974, -0.427, 5.389], [2.198, 1.007, 2.210], [4.406, 2.078, 1.969], [6.465, 0.762, 2.349], [6.322, -1.626, 2.955], [4.109, -2.722, 3.169], [-1.024, -1.407, 4.112], [-1.810, -0.404, 6.237], [-0.170, 0.579, 7.814], [2.238, 0.549, 7.277], [3.032, -0.425, 5.156], [-2.749, -6.391, -3.704], [-2.331, -5.441, -3.213], [-1.801, -4.237, -2.591], [-2.100, -2.986, -3.109], [-1.588, -1.874, -2.466], [-0.842, -1.964, -1.359], [-0.540, -3.175, -0.888], [-0.993, -4.341, -1.469], [-2.710, -2.874, -3.994], [-1.785, -0.874, -2.828], [0.093, -3.213, -0.008], [-0.728, -5.303, -1.054]], "e_homo_ha": -0.3748, "de_lowest_kj_mol": 0.5, "total_charge": 1, "molar_mass_g_mol": 1016.6, "e_lumo_ha": -0.0998, "gap_ha": 0.275}

2.
{"formula": "C3H3N3O2", "method": "ωB97M-V/def2-TZVPD", "elements": ["C", "C", "C", "H", "H", "H", "N", "N", "N", "O", "O"], "positions_angstrom": [[0.556, -1.499, -0.237], [0.379, 1.221, 0.851], [-0.791, -0.922, -0.652], [0.441, 2.145, 1.459], [-0.982, 2.181, -0.282], [-1.451, -1.652, -1.079], [1.299, 0.397, 1.106], [-0.502, 1.308, -0.251], [-1.220, 0.287, -0.765], [0.786, -2.637, -0.571], [1.485, -0.827, 0.421]], "e_homo_ha": -0.3618, "de_lowest_kj_mol": 440.0, "molar_mass_g_mol": 113.1, "e_lumo_ha": -0.0151, "gap_ha": 0.347, "smiles": "O=C1C=NNC=NO1"}

3.
{"formula": "C5H11NO", "method": "ωB97M-V/def2-TZVPD", "elements": ["C", "C", "N", "C", "C", "C", "O", "H", "H", "H", "H", "H", "H", "H", "H", "H", "H", "H"], "positions_angstrom": [[-0.503, -1.997, -0.896], [-1.417, -0.941, -0.217], [-0.678, -0.022, 0.691], [1.621, 0.805, 0.928], [0.376, 0.749, -0.020], [-0.124, 2.191, -0.220], [0.253, 2.929, -1.092], [0.144, -1.442, -1.572], [0.245, -2.271, -0.144], [-1.008, -2.748, -1.484], [-1.961, -0.272, -0.939], [-2.012, -1.506, 0.509], [-0.379, -0.624, 1.449], [1.530, 0.307, 1.878], [1.742, 1.818, 1.289], [2.531, 0.375, 0.475], [0.666, 0.270, -1.025], [-1.027, 2.377, 0.390]], "e_homo_ha": -0.3374, "de_lowest_kj_mol": 210.9, "molar_mass_g_mol": 101.1, "e_lumo_ha": 0.0331, "gap_ha": 0.371, "smiles": "CCN[C@H](C)C=O"}

4.
{"formula": "C33H54O33", "method": "ωB97M-V/def2-TZVPD", "elements": ["C", "C", "O", "C", "O", "O", "H", "H", "H", "H", "C", "C", "O", "C", "O", "O", "H", "H", "H", "H", "C", "C", "O", "C", "O", "O", "H", "H", "H", "H", "C", "C", "O", "C", "O", "O", "H", "H", "H", "H", "C", "C", "O", "C", "O", "O", "H", "H", "H", "H", "C", "C", "O", "C", "O", "O", "H", "H", "H", "H", "C", "O", "C", "O", "O", "C", "H", "H", "H", "H", "H", "H", "C", "O", "C", "O", "O", "C", "H", "H", "H", "H", "H", "H", "C", "O", "C", "O", "O", "C", "H", "H", "H", "H", "H", "H", "C", "O", "C", "O", "O", "C", "H", "H", "H", "H", "H", "H", "C", "O", "C", "O", "O", "C", "H", "H", "H", "H", "H", "H"], "positions_angstrom": [[4.007, -0.301, 1.451], [4.655, 1.038, 1.685], [3.775, 1.782, 2.480], [2.553, 1.193, 2.456], [1.505, 1.711, 2.905], [2.625, -0.040, 1.742], [4.362, -0.977, 2.228], [4.269, -0.626, 0.444], [4.905, 1.497, 0.728], [5.557, 0.651, 2.159], [-0.186, -0.517, -0.102], [1.118, -0.848, -0.892], [1.493, 0.391, -1.425], [0.610, 1.293, -1.226], [0.623, 2.366, -1.810], [-0.397, 0.808, -0.517], [0.108, -0.575, 0.946], [-1.057, -1.161, -0.221], [0.981, -1.501, -1.753], [1.898, -1.350, -0.319], [4.688, 4.493, -0.493], [3.486, 3.762, -1.237], [3.901, 3.999, -2.550], [4.928, 4.952, -2.653], [5.276, 5.385, -3.714], [5.344, 5.274, -1.407], [5.372, 3.724, -0.132], [4.338, 4.896, 0.457], [2.644, 4.411, -0.995], [3.364, 2.715, -0.962], [2.680, -4.612, 4.487], [2.014, -5.740, 3.798], [1.234, -5.104, 2.846], [1.825, -3.880, 2.551], [1.353, -3.039, 1.778], [2.772, -3.687, 3.412], [3.644, -4.736, 4.980], [2.009, -4.053, 5.139], [1.533, -6.429, 4.491], [2.822, -6.272, 3.295], [-4.170, -3.677, -2.296], [-2.918, -2.764, -1.980], [-2.004, -3.841, -1.817], [-2.287, -4.810, -2.699], [-1.475, -5.611, -3.156], [-3.636, -4.825, -2.926], [-4.948, -3.211, -2.900], [-4.637, -3.977, -1.358], [-2.988, -2.165, -1.073], [-2.552, -2.103, -2.765], [-1.526, 4.403, 0.578], [-1.800, 3.682, 1.927], [-3.056, 4.111, 2.309], [-3.407, 5.227, 1.479], [-4.288, 6.073, 1.698], [-2.488, 5.368, 0.525], [-1.542, 3.663, -0.222], [-0.580, 4.940, 0.647], [-1.180, 4.124, 2.708], [-1.725, 2.608, 1.757], [-5.667, 1.759, 0.332], [-4.587, 2.355, -0.317], [-4.060, 1.617, -1.349], [-4.269, 0.473, -1.733], [-3.112, 2.555, -2.004], [-2.387, 2.024, -3.078], [-5.941, 2.214, 1.284], [-5.544, 0.726, 0.656], [-6.452, 1.736, -0.424], [-1.634, 2.749, -3.384], [-3.181, 1.946, -3.822], [-2.085, 0.994, -2.890], [-1.951, -2.782, 6.398], [-1.500, -3.100, 5.054], [-2.332, -3.184, 4.067], [-3.568, -2.922, 4.115], [-1.619, -3.521, 2.920], [-2.425, -3.479, 1.707], [-1.861, -3.647, 7.056], [-2.997, -2.485, 6.472], [-1.267, -2.026, 6.783], [-1.869, -4.132, 1.034], [-2.591, -2.498, 1.262], [-3.423, -3.916, 1.739], [-1.769, 0.558, 3.176], [-2.331, 1.336, 4.221], [-3.632, 1.372, 4.380], [-4.426, 0.590, 3.834], [-3.965, 2.358, 5.197], [-5.348, 2.701, 5.388], [-0.858, 1.102, 2.926], [-2.321, 0.539, 2.236], [-1.539, -0.481, 3.410], [-5.640, 3.497, 4.704], [-5.398, 3.155, 6.378], [-5.982, 1.824, 5.260], [-0.065, 0.057, -5.233], [0.446, -1.131, -4.548], [0.234, -2.321, -4.894], [0.541, -3.276, -4.247], [-0.587, -2.396, -5.884], [-0.771, -3.592, -6.659], [-1.112, 0.212, -4.972], [-0.001, -0.064, -6.314], [0.545, 0.890, -4.883], [-1.736, -4.056, -6.457], [0.099, -4.211, -6.436], [-0.764, -3.330, -7.717], [7.542, 2.451, -3.189], [6.790, 1.391, -3.710], [5.653, 0.913, -3.044], [5.394, 1.155, -1.893], [4.980, 0.138, -3.875], [3.606, -0.215, -3.573], [7.279, 3.412, -3.631], [8.588, 2.295, -3.452], [7.517, 2.639, -2.116], [3.522, -0.835, -2.680], [3.398, -0.929, -4.370], [3.006, 0.687, -3.696]], "e_homo_ha": -0.3835, "de_lowest_kj_mol": 404.0, "molar_mass_g_mol": 978.8, "e_lumo_ha": 0.0067, "gap_ha": 0.390, "smiles": "COC(=O)OC.COC(=O)OC.COC(=O)OC.COC(=O)OC.COC(=O)OC.O=C1OCCO1.O=C1OCCO1.O=C1OCCO1.O=C1OCCO1.O=C1OCCO1.O=C1OCCO1"}

5.
{"formula": "C4H6ClN", "method": "ωB97M-V/def2-TZVPD", "elements": ["C", "C", "C", "C", "N", "Cl", "H", "H", "H", "H", "H", "H"], "positions_angstrom": [[-0.222, -1.709, -0.016], [0.009, -0.426, -0.247], [0.733, 0.004, -1.581], [-0.068, 0.715, 0.657], [0.754, 1.232, -1.867], [1.475, -1.306, -2.480], [-0.488, -2.105, 1.033], [0.072, -2.530, -0.610], [-0.351, 1.727, 0.200], [0.840, 0.753, 1.129], [-0.860, 0.606, 1.447], [1.220, 1.780, -2.643]], "e_homo_ha": -0.3644, "de_lowest_kj_mol": 116.3, "molar_mass_g_mol": 103.6, "e_lumo_ha": 0.0243, "gap_ha": 0.389, "smiles": "[H]/N=C(\\Cl)C(=C)C"}

Calculated values (a.u.) of E_tot for the records, taken in order: -8090.7315, -430.7534, -327.0510, -3772.6752, -670.9043.
Calculated values (eV/Å) of max |F| for the records, taken in order: 2.8, 2.1, 2.4, 5.2, 4.6.